# 1
The following is a DFT calculation (ωB97M-V with the def2-TZVPD basis set) of a cluster of 22 separate species, C44H110N22O22 in total.

Calculated values
Energy relative to the best compared isomer or geometry (same formula, charge and spin) = 11.4 kcal/mol

XYZ file:
```
198
C44H110N22O22 (ωB97M-V with the def2-TZVPD basis set)
O 0.88 -1.35 6.81
C 1.51 -0.30 6.73
N 1.80 0.32 5.52
C 2.20 0.38 7.96
H 1.28 0.09 4.75
H 2.23 1.24 5.54
H 3.23 0.62 7.76
H 2.14 -0.39 8.73
H 1.76 1.34 8.29
O 3.22 2.98 6.17
C 3.91 3.51 5.31
N 4.85 2.84 4.60
C 3.85 4.96 5.00
H 4.83 1.89 4.76
H 5.25 3.21 3.75
H 4.79 5.45 5.00
H 3.18 5.45 5.64
H 3.38 5.16 3.98
O 3.45 1.79 0.38
C 4.57 1.71 -0.20
N 4.67 1.75 -1.57
C 5.85 1.45 0.51
H 5.51 1.55 -2.07
H 3.81 1.54 -2.07
H 6.22 0.53 0.10
H 5.75 1.33 1.61
H 6.65 2.20 0.31
O -3.53 -6.06 1.41
C -3.42 -5.79 0.25
N -2.20 -5.71 -0.41
C -4.65 -5.74 -0.64
H -1.43 -6.10 0.08
H -2.28 -5.78 -1.44
H -4.64 -6.67 -1.19
H -4.62 -5.04 -1.40
H -5.60 -5.71 -0.12
O 3.56 -3.63 -1.84
C 4.65 -4.14 -1.69
N 5.83 -3.50 -1.98
C 4.70 -5.64 -1.28
H 5.81 -2.70 -2.58
H 6.66 -4.12 -1.97
H 5.27 -6.19 -2.06
H 3.72 -6.11 -1.15
H 5.29 -5.71 -0.33
O 5.07 4.39 2.06
C 4.50 5.18 1.30
N 3.58 4.84 0.40
C 4.77 6.69 1.21
H 3.28 3.89 0.32
H 3.06 5.52 -0.07
H 3.91 7.10 0.66
H 5.60 6.93 0.57
H 4.97 7.21 2.17
O -2.78 -0.49 -4.34
C -3.21 0.26 -3.50
N -4.46 0.74 -3.51
C -2.36 0.73 -2.31
H -5.01 0.14 -4.17
H -4.85 0.79 -2.56
H -1.41 0.16 -2.38
H -2.93 0.47 -1.45
H -2.22 1.79 -2.25
O -6.53 -3.67 1.72
C -6.72 -4.53 2.55
N -5.68 -5.22 3.05
C -8.06 -4.79 3.05
H -4.81 -5.28 2.60
H -5.91 -6.03 3.63
H -8.34 -3.85 3.69
H -8.21 -5.68 3.63
H -8.80 -4.73 2.24
O -0.06 5.30 -1.03
C -0.68 5.09 -0.02
N -1.00 6.01 0.92
C -1.03 3.69 0.36
H -1.10 5.67 1.87
H -0.71 6.97 0.81
H -0.09 3.31 0.76
H -1.28 3.05 -0.56
H -1.85 3.67 1.10
O -6.39 2.08 3.04
C -5.52 2.54 2.32
N -5.71 3.70 1.61
C -4.16 1.95 2.04
H -4.98 4.06 1.04
H -6.45 4.30 1.89
H -3.32 2.38 2.54
H -4.01 1.96 0.93
H -4.23 0.89 2.21
O 1.12 0.53 -6.66
C -0.03 0.06 -6.66
N -0.40 -1.11 -6.07
C -1.12 0.88 -7.29
H -1.34 -0.99 -5.65
H 0.41 -1.56 -5.51
H -2.15 0.56 -7.03
H -0.83 0.76 -8.36
H -0.81 1.89 -7.06
O 0.88 -5.50 0.64
C 1.51 -4.53 1.02
N 2.76 -4.64 1.47
C 0.88 -3.14 1.04
H 3.34 -3.84 1.71
H 3.31 -5.46 1.25
H 0.95 -2.62 2.03
H -0.12 -3.08 0.75
H 1.40 -2.51 0.27
O 1.43 5.16 3.07
C 1.13 3.97 3.14
N 1.86 2.96 2.56
C -0.13 3.52 3.95
H 2.77 3.13 2.09
H 1.40 2.05 2.49
H -0.72 4.44 4.04
H 0.23 3.26 4.98
H -0.71 2.70 3.51
O 2.67 1.83 -3.91
C 1.81 2.71 -3.70
N 1.66 3.26 -2.47
C 0.85 3.18 -4.74
H 0.89 3.90 -2.32
H 2.18 2.89 -1.70
H 0.78 4.29 -4.78
H -0.15 2.86 -4.48
H 1.18 2.75 -5.69
O -3.92 5.88 0.33
C -3.50 6.14 -0.78
N -2.95 7.39 -1.05
C -3.65 5.20 -1.97
H -2.70 7.94 -0.26
H -2.41 7.50 -1.89
H -4.64 4.69 -2.02
H -2.93 4.39 -1.73
H -3.39 5.59 -2.88
O -0.49 -1.81 -2.31
C 0.55 -2.42 -2.50
N 1.67 -1.74 -2.76
C 0.59 -3.93 -2.60
H 1.54 -0.76 -2.66
H 2.58 -2.12 -2.68
H 1.53 -4.39 -2.58
H 0.19 -4.23 -3.55
H 0.00 -4.24 -1.76
O -2.10 -2.29 3.14
C -1.84 -1.78 4.25
N -1.09 -2.42 5.18
C -2.37 -0.47 4.75
H -0.88 -3.37 4.87
H -0.77 -2.01 6.05
H -2.49 0.15 3.88
H -1.67 0.00 5.44
H -3.37 -0.70 5.16
O 0.01 0.82 2.33
C -0.33 0.37 1.21
N -1.30 -0.51 0.98
C 0.54 0.72 -0.01
H -1.77 -1.08 1.68
H -1.43 -0.85 0.00
H 0.84 -0.19 -0.59
H 1.42 1.15 0.39
H 0.12 1.34 -0.79
O 5.11 -2.66 2.11
C 4.42 -1.72 1.80
N 4.06 -1.36 0.54
C 3.88 -0.82 2.82
H 4.15 -1.95 -0.27
H 3.48 -0.54 0.32
H 3.14 -1.46 3.33
H 3.36 0.07 2.46
H 4.73 -0.66 3.50
O 4.85 -1.26 -3.47
C 4.59 -1.42 -4.65
N 3.96 -0.47 -5.30
C 4.94 -2.73 -5.34
H 3.55 0.28 -4.75
H 3.63 -0.57 -6.26
H 4.85 -2.76 -6.45
H 4.19 -3.42 -4.99
H 6.02 -3.11 -5.12
O -2.31 -5.68 -3.69
C -2.58 -4.81 -4.50
N -2.67 -3.50 -4.15
C -3.14 -5.11 -5.90
H -3.01 -2.83 -4.82
H -2.20 -3.12 -3.34
H -2.59 -5.81 -6.49
H -3.38 -4.20 -6.42
H -4.11 -5.63 -5.91
O -5.20 0.07 -0.99
C -5.40 -0.81 -0.16
N -6.37 -0.67 0.77
C -4.42 -1.97 -0.11
H -6.43 -1.44 1.43
H -7.00 0.13 0.76
H -3.89 -2.09 -1.06
H -4.77 -2.93 0.29
H -3.70 -1.59 0.67
```

# 2
The following is a DFT calculation (ωB97M-V with the def2-TZVPD basis set) of a structure of composition C14H24Ag2Cu2O14S2.

Calculated values
Net charge = +4
Expectation value of S² = 2.009
2S+1 = 3
DFT total energy = -162463.366 eV

XYZ file:
```
58
C14H24Ag2Cu2O14S2 (ωB97M-V with the def2-TZVPD basis set)
Ag 7.18 -1.84 2.13
Ag 4.31 -1.52 7.53
Cu 2.68 4.40 9.50
Cu 2.43 -6.07 3.15
O 1.35 0.88 5.89
C 1.16 1.32 4.57
C 1.47 0.17 3.45
O 2.56 -0.83 3.53
H 1.85 2.13 4.36
H 0.16 1.72 4.42
H 1.66 0.75 2.54
H 0.49 -0.30 3.49
O 5.78 0.41 -2.95
C 5.59 1.35 -3.80
O 6.41 1.52 -4.83
C 6.09 2.74 -5.49
C 4.80 3.33 -4.85
C 4.52 2.31 -3.77
H 5.95 2.58 -6.56
H 6.89 3.47 -5.44
H 4.01 3.39 -5.59
H 5.05 4.34 -4.50
H 3.59 1.76 -3.90
H 4.23 2.83 -2.85
O 0.15 -5.80 -1.58
C 0.16 -5.65 -2.79
O -0.49 -6.42 -3.65
C -0.43 -5.88 -4.96
C -0.09 -4.37 -4.72
C 0.77 -4.47 -3.52
H -1.25 -6.02 -5.67
H 0.44 -6.31 -5.46
H -0.93 -3.76 -4.40
H 0.42 -3.97 -5.60
H 0.86 -3.60 -2.87
H 1.84 -4.64 -3.61
C -4.93 -1.92 6.27
C -5.06 -1.37 7.60
O -6.24 -0.57 7.63
S -6.65 -0.15 6.07
O -6.59 1.30 5.87
O -7.94 -0.78 5.82
O -5.41 -0.93 5.39
H -5.58 -2.78 6.11
H -3.94 -2.30 6.04
H -4.13 -0.87 7.85
H -5.07 -2.18 8.33
C -2.67 2.78 -1.79
C -3.61 3.47 -2.88
O -3.31 4.84 -2.94
S -1.98 5.21 -1.98
O -2.44 5.98 -0.87
O -0.88 5.82 -2.78
O -1.58 3.65 -1.60
H -2.33 1.76 -2.00
H -3.26 2.76 -0.87
H -4.64 3.25 -2.60
H -3.42 3.06 -3.88
```